{"formula": "C46H116F3N11O11", "method": "ωB97M-V/def2-TZVPD", "total_energy_ev": -96639.55411, "multiplicity": 1, "species": ["C", "C", "N", "C", "C", "N", "C", "C", "H", "H", "H", "H", "H", "H", "H", "H", "H", "H", "H", "C", "O", "O", "C", "F", "F", "F", "C", "C", "H", "H", "H", "H", "H", "H", "C", "C", "C", "O", "C", "N", "H", "H", "H", "H", "H", "H", "H", "H", "H", "H", "H", "C", "C", "C", "O", "C", "N", "H", "H", "H", "H", "H", "H", "H", "H", "H", "H", "H", "C", "C", "C", "O", "C", "N", "H", "H", "H", "H", "H", "H", "H", "H", "H", "H", "H", "C", "C", "C", "O", "C", "N", "H", "H", "H", "H", "H", "H", "H", "H", "H", "H", "H", "C", "C", "C", "O", "C", "N", "H", "H", "H", "H", "H", "H", "H", "H", "H", "H", "H", "C", "C", "C", "O", "C", "N", "H", "H", "H", "H", "H", "H", "H", "H", "H", "H", "H", "C", "C", "C", "O", "C", "N", "H", "H", "H", "H", "H", "H", "H", "H", "H", "H", "H", "C", "C", "C", "O", "C", "N", "H", "H", "H", "H", "H", "H", "H", "H", "H", "H", "H", "C", "C", "C", "O", "C", "N", "H", "H", "H", "H", "H", "H", "H", "H", "H", "H", "H"], "positions_angstrom": [[-0.26540, 2.81578, 0.28319], [-0.00056, 1.96171, -0.98726], [0.73971, 0.74495, -0.72548], [1.98755, 0.43405, -1.24385], [2.32986, -0.85578, -0.78480], [1.29151, -1.23734, 0.05189], [0.38880, -0.22613, 0.09350], [1.26006, -2.45069, 0.74787], [-0.69709, 3.72546, -0.13421], [0.62646, 3.06649, 0.85750], [-0.98490, 2.38569, 0.97992], [0.56085, 2.54638, -1.71602], [-0.90342, 1.67923, -1.52868], [2.51265, 0.99668, -2.00155], [3.12484, -1.57788, -0.89870], [-0.60723, -0.31625, 0.50119], [0.26481, -2.89084, 0.68604], [1.53573, -2.23498, 1.78013], [2.04742, -3.16187, 0.49813], [4.64158, -4.62494, -0.66295], [3.87762, -3.87753, -1.65901], [4.86160, -3.63671, 0.33575], [3.88409, -5.94809, -0.26624], [4.47419, -6.58409, 0.73261], [2.60871, -5.75078, 0.04462], [3.87990, -6.86618, -1.22297], [3.76614, -4.48595, -2.97664], [2.92048, -3.62577, -3.88978], [2.60748, -4.06298, -4.83792], [2.04690, -3.28077, -3.33666], [3.55319, -2.78030, -4.15985], [3.10833, -5.34293, -2.83189], [4.71457, -4.78102, -3.42553], [5.57275, -4.81009, -1.19843], [7.27389, 0.58314, -1.60459], [5.78884, 0.11461, -1.85143], [5.51661, 0.21551, -3.36622], [4.10521, -0.18591, -3.49281], [3.48251, 0.04187, -4.71173], [5.62570, -1.26044, -1.43553], [7.62555, 0.38833, -0.59143], [7.30470, 1.63674, -1.88222], [7.97987, 0.05795, -2.24791], [5.08278, 0.73794, -1.30278], [6.15173, -0.39488, -4.00820], [5.63530, 1.24720, -3.69730], [4.04615, -0.37435, -5.54669], [3.34900, 1.12019, -4.79834], [2.46599, -0.34471, -4.63863], [6.41228, -1.80139, -1.76532], [4.97834, -1.52539, -2.16411], [6.25249, -3.84481, 4.81679], [5.66738, -3.32809, 3.46855], [4.26792, -2.68609, 3.60936], [3.38730, -3.63640, 4.20804], [3.11654, -4.71295, 3.38548], [6.61170, -2.46779, 2.71758], [5.62170, -4.63311, 5.22764], [6.24242, -3.11109, 5.62280], [7.27717, -4.20486, 4.72468], [5.65435, -4.24278, 2.87588], [3.90451, -2.33297, 2.64429], [4.30825, -1.79027, 4.22902], [2.85827, -4.36656, 2.38477], [2.18303, -5.16915, 3.71492], [3.95785, -5.40533, 3.35529], [7.49646, -2.94624, 2.80931], [6.67736, -1.62382, 3.26848], [-2.43242, -2.24199, 4.39631], [-1.16110, -1.92650, 3.61263], [-0.32496, -0.67858, 4.14119], [-0.83997, 0.49463, 3.48532], [-0.19663, 1.71129, 3.97812], [-0.26918, -3.14244, 3.71854], [-2.90626, -1.26055, 4.37767], [-2.39007, -2.72635, 5.37186], [-3.02896, -2.88045, 3.74469], [-1.48312, -1.77305, 2.58264], [0.69726, -0.75348, 3.77028], [-0.39543, -0.56704, 5.22317], [-0.63872, 2.59864, 3.52504], [0.85645, 1.59356, 3.72270], [-0.26779, 1.80400, 5.06184], [0.07238, -3.14797, 4.66902], [-0.82333, -3.98409, 3.65053], [-1.07205, 5.68219, -3.02050], [-2.38641, 6.33739, -2.53670], [-2.47994, 6.40093, -0.93820], [-2.71595, 5.11072, -0.38265], [-2.98524, 5.17339, 1.02585], [-2.55141, 7.65610, -3.11496], [-0.18971, 6.28017, -2.79248], [-1.10421, 5.59986, -4.10691], [-0.91192, 4.68767, -2.60409], [-3.24614, 5.78662, -2.91830], [-3.22107, 7.12263, -0.59471], [-1.57813, 6.83397, -0.50540], [-3.18829, 4.17356, 1.40952], [-3.88115, 5.71701, 1.32575], [-2.19891, 5.57500, 1.66497], [-1.81881, 8.29182, -2.83346], [-2.34004, 7.53263, -4.09484], [-1.73258, -0.45953, -4.11854], [-2.01414, -1.53039, -3.11387], [-1.00780, -2.68301, -3.14628], [-1.48284, -3.80415, -2.44690], [-0.53926, -4.88753, -2.46844], [-2.09935, -0.89036, -1.82517], [-0.69768, -0.12836, -4.03233], [-2.42061, 0.38586, -4.11256], [-1.66428, -0.82280, -5.14395], [-2.99625, -1.98152, -3.25531], [-0.03110, -2.44902, -2.72270], [-0.95281, -2.94285, -4.20342], [-0.80526, -5.65284, -1.73931], [0.51846, -4.63462, -2.39535], [-0.56796, -5.38569, -3.43753], [-2.71990, -0.09703, -1.90031], [-2.41013, -1.55039, -1.12668], [-4.68852, -3.29784, -0.84015], [-3.68859, -3.60408, 0.37061], [-3.55686, -5.15489, 0.51174], [-2.97333, -5.45265, 1.78616], [-2.90016, -6.81848, 2.13507], [-2.41921, -3.03297, 0.05480], [-4.41242, -3.80967, -1.76205], [-4.79742, -2.26878, -1.18260], [-5.70502, -3.54068, -0.53054], [-4.15918, -3.14019, 1.23746], [-3.01348, -5.64098, -0.29853], [-4.55063, -5.60266, 0.51509], [-3.66850, -7.41089, 1.63826], [-2.87927, -6.93385, 3.21875], [-1.93822, -7.23267, 1.83303], [-2.08433, -3.30780, -0.85757], [-1.87254, -3.41876, 0.81139], [4.92287, 3.88191, -0.17307], [4.61322, 5.28795, 0.28094], [3.79869, 5.21638, 1.62583], [2.42943, 4.86234, 1.48189], [1.79958, 4.69150, 2.75150], [5.85232, 5.93375, 0.56135], [5.50030, 3.41273, 0.62350], [5.49805, 3.98164, -1.09358], [4.08402, 3.19812, -0.30292], [4.11541, 5.83898, -0.51697], [3.87543, 6.12633, 2.22098], [4.25756, 4.44121, 2.23954], [0.79181, 4.45079, 2.41303], [1.83614, 5.63408, 3.29767], [2.09778, 3.80860, 3.31690], [5.63657, 6.91834, 0.49702], [6.39970, 5.79759, -0.27646], [-5.25221, 0.89101, -2.93747], [-4.70264, 2.29961, -2.46119], [-5.84585, 3.39770, -2.32395], [-6.26216, 3.83938, -3.62955], [-7.09929, 5.05052, -3.58610], [-3.95365, 2.08968, -1.25967], [-5.70145, 0.28450, -2.15107], [-4.39351, 0.36259, -3.35160], [-6.00213, 1.13153, -3.69105], [-3.98783, 2.71387, -3.17222], [-5.53271, 4.29746, -1.79435], [-6.69209, 3.03100, -1.74301], [-6.47329, 5.88639, -3.27376], [-7.95815, 4.84045, -2.94866], [-7.25953, 5.27661, -4.64028], [-4.62811, 2.03505, -0.50984], [-3.40997, 2.92695, -1.10642], [-4.67142, -0.37569, 1.34720], [-5.20839, 0.93888, 1.92959], [-4.12137, 1.73997, 2.76539], [-4.60503, 2.87936, 3.41641], [-5.36575, 2.70756, 4.55596], [-5.84866, 1.71700, 0.85316], [-5.43843, -0.85927, 0.74226], [-4.27712, -1.12332, 2.03546], [-3.92915, -0.09630, 0.59949], [-6.05307, 0.69755, 2.57487], [-3.30481, 2.17905, 2.19221], [-3.62290, 1.13525, 3.52297], [-6.23395, 2.06471, 4.41082], [-5.85290, 3.61128, 4.92211], [-4.73374, 2.38088, 5.38176], [-6.03702, 2.65053, 1.18956], [-6.75655, 1.31618, 0.66560]], "atomic_forces_ev_per_a": [[-0.22, -0.14, -0.98], [-0.26, 0.50, 0.49], [1.89, -0.32, 0.07], [0.66, -2.39, 0.02], [-1.51, 1.72, 0.09], [0.34, 3.15, -1.99], [-0.70, -1.71, -0.10], [-0.07, -1.49, 2.13], [-0.08, 0.23, 0.41], [0.21, -0.13, -0.41], [-0.10, -0.28, -0.21], [0.33, -0.05, 0.22], [-0.34, -0.02, 0.40], [-0.20, 0.19, 0.25], [0.55, 0.23, -0.28], [0.20, 0.05, 0.32], [0.18, -0.07, 0.15], [-0.57, -0.16, 0.33], [0.04, 0.19, -0.93], [0.55, 4.54, 2.29], [-0.75, -0.51, -2.01], [-1.18, -3.89, -1.61], [1.22, 1.29, -0.21], [0.43, 0.08, 1.43], [-0.97, 0.44, 0.48], [-0.09, -0.83, -1.79], [-1.81, -0.68, 1.17], [1.03, 1.21, 0.07], [0.06, -0.50, 0.20], [0.02, 0.14, -0.11], [-0.37, 0.54, -0.05], [0.57, -0.80, -0.11], [0.18, 0.03, 0.18], [0.41, -1.12, 0.06], [-1.25, 0.06, -0.31], [2.87, -0.17, -0.78], [-1.82, 0.77, 0.53], [1.45, -0.25, 0.85], [-0.19, 0.74, 0.22], [-0.63, 0.22, -0.79], [-0.35, 0.28, 0.11], [0.40, 0.17, 0.35], [-0.18, -0.17, -0.27], [-0.01, 0.21, -0.08], [0.09, -0.39, 0.23], [-0.17, 0.32, -0.19], [-0.16, -0.03, -0.22], [0.16, 0.34, -0.67], [0.12, -0.46, -0.18], [0.73, -0.12, 0.54], [-1.08, -1.17, 0.63], [-0.84, 0.53, 0.30], [0.98, -0.47, -0.02], [0.89, -0.92, -0.11], [0.02, 1.64, 0.85], [-0.78, -0.30, -0.81], [-0.90, -0.05, 0.91], [0.04, -0.32, -0.21], [0.13, 0.50, -0.08], [-0.05, -0.09, -0.24], [-0.75, 0.21, -0.42], [0.03, -0.41, -0.40], [0.04, -0.13, 0.52], [0.50, -0.07, -0.38], [0.22, -0.35, 0.47], [-0.22, -0.28, -0.18], [0.37, 0.20, -0.26], [0.44, 0.46, 0.04], [-0.52, 1.26, -1.28], [1.49, -1.36, 1.86], [-1.13, -0.34, -1.94], [-0.38, 1.08, 0.85], [-0.09, -1.59, -0.37], [0.06, 1.19, -0.56], [-0.82, -0.05, 0.77], [0.49, 0.43, 0.04], [-0.18, -0.18, 0.09], [0.41, 0.23, -0.16], [0.33, -0.49, 0.50], [0.13, -0.14, 0.14], [-0.04, -0.29, -0.22], [0.23, 0.48, -0.04], [-0.17, -0.12, 0.14], [0.37, -0.07, 0.18], [-0.28, -0.10, -0.23], [-0.44, -0.12, 0.16], [0.57, -0.30, 1.69], [0.09, 0.14, -1.13], [-0.20, 0.50, 0.76], [-0.31, -0.60, 0.22], [0.01, 0.47, -0.14], [-0.08, 0.20, 0.26], [-0.04, -0.15, -0.08], [-0.10, -0.09, 0.03], [0.03, -0.44, 0.30], [-0.70, -0.14, -0.40], [0.69, -0.20, -0.19], [0.21, -0.21, -0.42], [-0.25, 0.43, -0.67], [0.59, 0.18, -0.46], [0.21, 0.12, 0.49], [-0.35, 0.14, -0.43], [1.12, -0.18, -1.49], [-0.52, -0.35, 0.88], [-0.36, 0.48, -0.68], [0.40, -0.92, 0.45], [-0.32, -0.47, -0.81], [0.94, 0.50, 0.35], [0.06, 0.52, 0.69], [0.09, -0.08, 0.26], [-0.67, -0.34, -0.18], [-0.20, -0.38, -0.89], [0.19, 0.57, -0.24], [0.57, -0.17, -0.27], [-0.08, 0.40, 0.24], [-0.07, 0.64, 0.67], [-0.35, -0.04, -0.32], [-0.27, 0.14, 0.42], [-0.19, 0.42, 0.40], [0.09, -0.29, 0.75], [-1.73, -0.78, -3.01], [-1.06, 0.26, 1.27], [0.01, 0.65, -0.02], [0.81, -0.06, -0.41], [0.08, 0.67, 1.97], [0.00, -0.52, 0.17], [0.64, 0.42, 0.59], [-0.03, -0.50, -0.16], [0.36, -0.33, 0.33], [0.36, 0.37, -0.25], [-0.36, -0.07, -0.10], [-0.31, 0.00, 0.29], [-0.58, 0.21, 0.00], [0.19, -0.08, -0.38], [0.23, -0.71, 0.05], [1.17, 0.19, -0.26], [0.04, -0.27, 0.12], [-2.07, -1.10, 1.08], [0.16, -0.22, -0.42], [0.64, -0.08, 0.02], [-0.83, 0.00, -1.67], [0.78, 0.89, -0.06], [0.48, 0.00, -0.20], [0.11, -0.55, -0.07], [-0.31, 0.41, -0.29], [-0.80, -0.11, 0.09], [0.06, 0.47, -0.19], [0.44, -0.14, 0.04], [-0.39, 0.38, 0.61], [-0.03, -0.18, 0.38], [0.74, 0.16, 0.13], [0.30, 0.50, 0.49], [0.66, -0.17, -0.02], [0.38, 2.03, -0.28], [-1.40, -0.23, -0.37], [0.41, -0.08, -0.91], [-0.50, 0.39, 0.46], [1.97, -1.53, -0.54], [0.66, 0.32, 0.21], [0.07, 0.30, 0.24], [-0.33, -0.21, -0.16], [0.02, -0.53, -0.27], [-0.26, -0.19, -0.58], [0.73, -0.03, 0.31], [-0.31, -0.42, -0.03], [-0.15, 0.09, 0.73], [-0.20, 0.47, -0.28], [-0.83, -0.26, 0.15], [0.01, -0.33, 0.54], [0.27, 0.23, 0.32], [0.10, 0.69, -0.74], [0.09, -0.28, 0.94], [-0.44, -0.36, -0.36], [-0.61, 1.63, -0.73], [-0.73, -0.32, 1.02], [0.45, 0.37, 0.20], [-0.31, -0.05, 0.19], [0.04, 0.39, 0.24], [0.44, -0.20, 0.09], [0.37, -0.22, 0.86], [-0.08, -0.55, -0.75], [-0.15, -0.75, -0.13], [0.18, -0.64, -0.03], [0.49, 0.59, -0.53], [-0.06, -0.49, 0.16], [0.00, 0.30, 0.15], [-0.09, -0.15, -0.13]], "mulliken_charge": [0.05, -1.01, 1.10, -0.62, -0.44, 0.76, -1.55, 1.71, 0.08, 0.25, -0.21, 0.32, -0.16, 0.76, 0.35, 0.80, -0.56, 0.01, -1.22, -0.45, 0.37, -0.74, 0.47, -0.33, -0.19, -0.33, -0.80, -0.70, 0.49, -0.04, 0.06, 0.38, 0.46, 0.46, -1.73, 1.11, -1.17, 0.27, -0.95, 0.02, 0.39, 0.39, 0.44, -0.18, 0.36, 0.55, 0.34, 0.31, 0.13, 0.34, -0.51, -1.63, 0.75, -0.19, -0.45, -0.45, -0.49, 0.30, 0.36, 0.47, -0.20, -0.20, 0.58, -0.13, 0.36, 0.37, 0.30, 0.27, -1.46, 2.30, -1.29, 0.27, -1.14, -0.33, 0.27, 0.39, 0.20, -1.27, 0.34, 0.41, 0.20, 0.41, 0.43, 0.32, 0.16, -1.16, 1.06, -1.15, 0.10, -0.77, -0.80, 0.37, 0.44, -0.04, -0.16, 0.39, 0.43, -0.07, 0.36, 0.41, 0.29, 0.28, -1.49, 0.85, -0.55, -0.58, -0.87, 1.95, 0.18, 0.18, 0.52, 0.25, -0.29, 0.54, 0.34, 0.14, 0.41, -0.66, -0.65, -1.86, 0.75, -1.01, -0.26, -0.87, -0.18, 0.32, 0.17, 0.53, 0.35, 0.29, 0.59, 0.38, 0.21, 0.29, 0.25, -0.22, -1.32, 0.71, -0.96, -0.13, -0.47, -0.75, 0.32, 0.43, 0.07, 0.38, 0.31, 0.34, -0.19, 0.47, 0.31, 0.28, 0.26, -1.07, 0.11, -0.81, -0.40, -0.70, 1.06, 0.10, 0.06, 0.55, 0.46, 0.46, 0.38, 0.24, 0.29, 0.27, -0.34, -0.32, -0.67, -0.03, 1.02, -0.36, -0.78, -0.61, 0.40, 0.03, -0.17, 0.52, -1.13, 0.19, 0.28, 0.28, 0.29, 0.22, 0.28]}